{
  "formula": "C16H25ClIN4O3",
  "method": "ωB97M-V/def2-TZVPD",
  "elements": ["I", "Cl", "O", "O", "O", "N", "N", "N", "N", "C", "C", "C", "C", "C", "C", "C", "C", "C", "C", "C", "C", "C", "C", "C", "C", "H", "H", "H", "H", "H", "H", "H", "H", "H", "H", "H", "H", "H", "H", "H", "H", "H", "H", "H", "H", "H", "H", "H", "H", "H"],
  "coordinates": [[0.72349, -1.81435, 4.78998], [0.97973, -3.09426, -1.36066], [-1.05847, -0.65511, 1.73632], [2.62871, -1.88538, 2.41509], [1.63969, -0.09583, -3.11341], [-5.90618, 1.21583, -0.85789], [-0.64234, 1.41615, 0.63978], [0.25993, -2.08726, -0.16123], [5.14447, -0.84736, -1.94450], [-5.43873, 0.00632, -1.59219], [2.69604, -0.19240, -2.10402], [0.63273, -0.59382, -0.28254], [-3.24024, -0.46401, 0.27731], [1.66122, -1.11226, 2.91311], [1.13218, 0.31557, 2.29210], [3.82057, -1.34433, -2.56197], [0.52545, 3.58933, 1.64177], [-4.14150, -0.81931, -1.05763], [-1.24474, -2.12955, -0.43212], [-3.82290, 0.89976, 1.05228], [2.21635, -0.35827, -0.55247], [0.00829, 0.12073, 1.06628], [-1.95421, -1.35029, 0.82312], [-5.11468, 1.59772, 0.34521], [0.30738, 2.53803, 0.35870], [1.98435, 1.06667, 2.02129], [-3.82634, -1.78122, -1.68205], [5.36536, 0.12038, -2.26561], [-0.23878, 4.50443, 1.58827], [-6.02336, -0.37301, -2.54620], [-3.30500, 1.30758, 2.04351], [2.79329, -1.31312, -0.12499], [3.99176, -1.35037, -3.71947], [-2.45998, -2.21839, 1.47335], [4.98001, -0.85219, -0.89420], [0.52422, -2.49153, 0.77376], [1.63223, 3.96828, 1.65319], [-5.48996, 2.59192, 0.89395], [-0.06696, -0.20075, -1.16796], [0.51006, 0.83587, 3.16872], [3.62757, -2.39131, -2.08024], [0.95360, -0.81940, -3.04336], [-1.19700, 1.72753, 1.49317], [-1.55242, -1.75791, -1.49572], [0.35897, 3.00763, 2.66564], [-0.20378, 3.21612, -0.48149], [3.30670, 0.83187, -2.18888], [2.70728, 0.55340, 0.03722], [-1.53846, -3.28564, -0.38512], [1.35436, 2.24752, -0.06720]],
  "forces_ev_per_a": [[0.5, 0.6, -1.4], [0.5, -0.2, -0.1], [0.8, -0.5, -2.7], [-6.2, 5.0, 2.5], [-0.4, -0.7, 1.4], [4.6, -3.2, 1.4], [1.3, -0.6, 1.9], [-0.9, 0.9, -0.5], [-1.6, -0.5, 0.7], [2.5, 1.0, 4.0], [0.8, -0.3, -1.3], [-0.1, 1.7, -0.4], [-4.1, 3.4, -1.4], [4.6, -3.0, -2.4], [-1.1, 0.2, 1.0], [0.9, 1.6, 1.0], [-0.1, -0.5, 0.3], [0.0, 1.3, 1.3], [-1.6, -1.7, 1.2], [-1.4, -2.3, -3.8], [1.3, -0.7, 0.6], [0.4, 0.9, 0.9], [-2.8, -0.9, -0.2], [1.3, -1.5, 0.0], [0.2, 2.9, -0.7], [-1.4, -1.8, 0.4], [-0.8, 2.2, 1.4], [-0.4, -1.1, 0.5], [1.8, -2.1, 0.1], [1.3, 1.0, 2.3], [-1.5, -0.9, -2.5], [-1.3, 2.0, -0.7], [-0.8, -0.2, 2.3], [1.3, 2.1, -1.2], [0.7, 0.3, -1.8], [-0.3, 0.5, -0.8], [-2.2, -0.5, -0.1], [0.8, -2.5, -1.5], [1.8, -0.8, 1.8], [1.4, -1.3, -1.9], [0.2, 1.9, -1.2], [1.5, 1.0, 0.0], [0.8, -0.6, -1.5], [1.1, -0.3, 2.1], [0.3, 1.3, -2.1], [1.2, -1.6, 1.7], [-1.7, -2.2, 0.1], [-1.6, -2.1, -1.1], [0.6, 2.6, -0.1], [-2.1, 0.1, 0.8]],
  "mulliken_charge": [0.092, 0.045, -0.332, -0.506, -0.573, -0.442, -0.115, 0.125, -0.652, -0.205, 0.113, -0.620, 0.436, -0.395, -0.351, -0.448, -0.915, -0.405, -0.864, -0.425, -0.841, 0.176, 0.461, -0.248, -0.126, 0.294, 0.195, 0.279, 0.294, 0.299, 0.301, 0.485, 0.307, 0.413, 0.263, 0.516, 0.320, 0.275, 0.524, 0.509, 0.188, 0.350, 0.300, 0.469, 0.242, 0.354, 0.235, 0.280, 0.360, -0.039],
  "largest_force_ha_per_bohr": 0.1613,
  "energy_ev": -49702.702,
  "smiles": "CCN[C@@]1(CC(=O)I)O[C@@H](c2ccncc2)C[N@@H+](Cl)[C@@H]1C[C@H](O)CN",
  "multiplicity": 1,
  "charge": 1
}


{
  "formula": "C15H13I2N4NaOS4Sb",
  "method": "ωB97M-V/def2-TZVPD",
  "elements": ["I", "I", "Sb", "S", "S", "S", "S", "Na", "O", "N", "N", "N", "N", "C", "C", "C", "C", "C", "C", "C", "C", "C", "C", "C", "C", "C", "C", "C", "H", "H", "H", "H", "H", "H", "H", "H", "H", "H", "H", "H", "H"],
  "coordinates": [[2.00685, -5.01848, -4.53870], [0.29962, 0.64378, -3.77908], [0.32810, 2.10975, 5.27198], [-3.86385, 6.14357, -0.90676], [2.48278, 2.56755, 4.72161], [0.17258, -0.31442, 5.80776], [-0.53961, 0.25917, 3.88489], [0.75816, 0.18804, 1.22029], [0.91500, -0.19781, -0.75653], [1.57515, -2.56167, 0.37249], [-1.10352, 1.77025, 0.94523], [2.66629, -0.27555, 2.72599], [-4.68824, 3.82542, -1.97737], [-2.92116, 3.56214, -0.37677], [2.16436, -4.79770, -1.16460], [1.10973, -1.16384, -1.51795], [-3.79124, 4.43955, -1.07233], [1.77858, -3.60154, -1.81392], [2.23862, -4.84637, 0.19383], [1.20679, -2.24514, -3.74103], [1.91986, -3.68867, 0.93558], [-3.01449, 2.13927, -0.47863], [1.51031, -2.48507, -0.97920], [-1.02180, 3.11903, 1.06510], [0.94279, -1.13971, -2.92730], [-1.86502, 4.01720, 0.46494], [1.62579, -3.44338, -3.21667], [-2.11392, 1.33161, 0.17495], [1.94804, -3.70585, 2.02335], [-2.20071, 0.25263, 0.07370], [3.10313, 0.52171, 3.18439], [-0.21269, 3.48499, 1.69107], [-5.09397, 4.52385, -2.58197], [2.52268, -5.75858, 0.70471], [2.12823, -0.72270, 3.46520], [1.07834, -2.14727, -4.81105], [-3.80751, 1.66696, -1.04197], [-1.72877, 5.08064, 0.60849], [3.38039, -0.92173, 2.41180], [2.39000, -5.67401, -1.76048], [-4.28564, 3.06240, -2.50505]],
  "forces_ev_per_a": [[0.0, -0.1, -0.1], [0.0, 0.1, 0.0], [0.0, 0.0, 0.0], [0.0, -0.3, 0.0], [0.0, 0.0, 0.0], [0.0, 0.0, -0.1], [-0.1, 0.0, 0.2], [0.0, 0.3, 1.0], [0.1, 0.0, -1.0], [0.0, 0.2, -0.2], [0.0, 0.2, 0.0], [0.0, 0.0, 0.0], [0.0, 0.2, 0.1], [0.0, 0.0, 0.1], [0.0, 0.0, -0.3], [0.0, -0.4, -0.2], [0.0, 0.0, -0.1], [0.0, 0.1, -0.1], [0.0, 0.1, 0.3], [0.0, 0.2, 0.1], [0.1, -0.2, 0.0], [0.0, 0.1, 0.0], [-0.1, 0.1, 0.1], [0.0, -0.2, 0.0], [0.2, -0.3, 0.1], [-0.1, 0.0, -0.1], [0.0, 0.0, 0.2], [0.1, 0.1, 0.0], [0.0, 0.0, -0.1], [0.0, 0.0, 0.0], [0.0, 0.0, -0.1], [0.0, 0.0, 0.0], [0.0, 0.0, 0.0], [0.0, 0.0, 0.0], [0.0, 0.0, 0.0], [0.0, 0.0, 0.0], [0.0, 0.0, 0.0], [0.0, 0.0, 0.0], [0.0, 0.0, 0.0], [0.0, 0.0, 0.0], [0.1, 0.0, 0.0]],
  "mulliken_charge": [-0.031, 0.011, 0.539, -0.573, -0.751, -0.454, -0.259, 1.026, -0.825, -0.214, -0.163, -0.486, -0.520, 0.789, -0.662, 0.555, 0.136, 1.207, -0.580, -0.463, -0.472, -0.818, 0.065, -0.479, -0.583, -0.724, -0.347, -0.538, 0.435, 0.356, 0.080, 0.458, 0.231, 0.359, 0.204, 0.292, 0.320, 0.354, 0.180, 0.164, 0.181],
  "largest_force_ha_per_bohr": 0.0205,
  "relative_energy_kcal_mol": 7.3,
  "energy_ev": -94275.971,
  "multiplicity": 2,
  "charge": -2
}


{
  "formula": "C20H52O28S4",
  "method": "ωB97M-V/def2-TZVPD",
  "elements": ["S", "S", "S", "S", "O", "O", "O", "O", "O", "O", "O", "O", "O", "O", "O", "O", "O", "O", "O", "O", "O", "O", "O", "O", "O", "O", "O", "O", "O", "O", "O", "O", "C", "C", "C", "C", "C", "C", "C", "C", "C", "C", "C", "C", "C", "C", "C", "C", "C", "C", "C", "C", "H", "H", "H", "H", "H", "H", "H", "H", "H", "H", "H", "H", "H", "H", "H", "H", "H", "H", "H", "H", "H", "H", "H", "H", "H", "H", "H", "H", "H", "H", "H", "H", "H", "H", "H", "H", "H", "H", "H", "H", "H", "H", "H", "H", "H", "H", "H", "H", "H", "H", "H", "H"],
  "coordinates": [[5.21217, -2.32980, 2.87045], [-0.43710, 4.86407, 4.08377], [-4.28454, -1.36883, 3.27751], [-0.21077, 0.94555, -0.39573], [-0.43056, 6.06496, 2.86702], [3.88608, -1.87107, 2.48820], [-3.03081, 1.26845, -3.50597], [1.81448, 4.07245, -4.98666], [-0.24651, 3.70404, 2.84723], [5.99243, -1.55481, 3.80700], [6.06287, -2.84915, 1.53621], [3.13617, -1.77427, -1.81119], [0.64818, 1.14282, 1.07243], [-1.65823, 0.75175, -0.07941], [-3.46682, -1.68197, -3.48337], [-2.17417, 3.88427, -1.77348], [-1.67200, 4.78124, 4.76122], [0.50653, -0.58077, -0.72840], [-5.47148, -2.10705, 3.68531], [-3.32713, -0.86283, 4.34445], [-1.95540, 3.70953, -4.61888], [4.14393, 2.74674, -3.06923], [-4.60076, -0.25487, 2.10098], [-0.42796, -5.74359, 2.02181], [-1.33453, -3.91351, -1.16422], [3.17295, -4.39271, -3.24168], [-3.47070, -2.30710, 2.19073], [-1.49213, 2.33470, 6.22705], [0.81976, 4.92041, 4.75913], [1.01873, 1.05732, 4.71737], [0.17850, 1.99778, -1.34619], [5.07026, -3.95678, 3.37613], [5.17116, -4.92593, 2.33162], [-1.48278, -4.59734, 0.09485], [-2.03138, 0.26060, -3.49703], [-1.35773, 1.30194, 5.29539], [1.90012, 2.96746, -4.02074], [1.12277, -0.20501, 1.46276], [-2.78721, 4.78619, -2.63238], [-0.71678, 4.13648, 1.60103], [3.21974, 2.29522, -4.03579], [2.23596, -2.37662, -2.76977], [-2.49498, -1.00103, -2.70687], [0.66747, -1.25708, 0.47929], [6.15792, -4.26902, 1.25159], [2.11197, -3.85868, -2.51814], [-0.86437, 5.61473, 1.64156], [-4.56231, -0.78520, 0.84731], [-1.86757, 4.89096, -3.89168], [-0.07434, 0.42477, 5.37683], [-0.18678, -5.01185, 0.75078], [-4.26521, -2.29459, 0.99766], [-1.78807, 3.23688, -2.36797], [0.36178, -5.64572, 2.55878], [3.03338, 1.23918, -3.84045], [-3.80374, 4.63546, -2.99576], [-2.95113, 1.99694, -4.12609], [1.21433, -2.01247, -2.87819], [-1.90563, 5.93380, 1.59605], [-0.18283, -1.78048, 0.91648], [-0.31268, -0.50136, 4.85379], [1.62060, 3.39776, -3.05907], [-3.66904, -0.31960, 0.43089], [-2.39586, 5.64676, -4.47286], [4.18405, -4.98743, 1.87343], [0.58189, 1.72005, 4.17741], [2.93651, -0.85612, -2.00802], [0.20150, -5.73113, 0.02968], [1.11964, 2.31255, -4.40811], [-3.59654, -2.65222, 0.21467], [3.57673, 2.50854, -5.04334], [2.25058, -4.10552, -1.46555], [-2.16240, -5.39589, -0.20270], [0.70391, -0.39169, 2.45160], [-1.21086, 0.66739, -2.90597], [-3.04272, -0.67657, -1.82210], [2.18071, 0.03229, 1.35074], [-5.53794, -0.74254, 0.36315], [-0.27765, 3.76214, 0.67630], [-1.66192, -1.68061, -2.52722], [-0.50079, 6.23777, 0.82441], [1.34242, -2.08219, 0.25185], [-1.39308, 3.71801, -5.39690], [2.61204, -2.15020, -3.76747], [-5.16667, -2.85143, 1.25342], [-3.94566, -0.99971, -3.95963], [-1.93772, -4.35462, -1.76686], [0.34150, 0.18706, 6.35594], [3.89474, -3.76602, -3.15290], [0.43724, -4.11864, 0.72111], [1.09764, -4.14186, -2.79929], [-2.31268, 0.83514, 5.53676], [4.77995, 2.03826, -2.94615], [-1.71751, 3.72068, 1.48385], [-0.67420, 2.63113, 6.63290], [1.72228, 4.97076, -4.66087], [7.17836, -4.45334, 1.58748], [-2.72686, 5.75375, -2.13409], [-1.68324, -0.06181, -4.47833], [-0.82973, 5.15097, -3.68343], [-2.01263, -3.94664, 0.79052], [5.56129, -5.89504, 2.64263], [-1.48327, 1.54174, 4.23953], [6.08320, -4.36674, 0.16856]],
  "forces_ev_per_a": [[-0.5, -2.8, -0.9], [1.9, 0.4, -4.5], [2.2, -0.3, 1.8], [-1.1, 0.1, 1.9], [1.2, 0.0, 3.7], [2.1, -0.6, 0.3], [-1.2, -1.1, 0.4], [0.3, -0.6, -0.6], [0.6, 0.2, 2.2], [-0.9, -1.5, -1.7], [-0.9, 2.2, 0.7], [-1.4, 0.1, -0.7], [-2.3, -1.0, -3.1], [4.0, 0.4, -1.0], [0.0, -0.7, -0.4], [-0.5, -0.8, 0.6], [-0.1, 0.1, -0.3], [-1.8, 2.8, -1.2], [1.6, 1.6, -0.7], [-3.4, -1.5, -4.2], [-0.1, -1.7, -0.2], [-0.1, 0.4, 0.2], [-0.6, 0.5, 4.5], [0.2, 1.7, -1.7], [0.9, 0.3, 0.4], [0.5, -2.0, -0.8], [0.1, 0.4, 1.7], [0.5, 1.3, 0.4], [-1.1, 0.0, -0.1], [-0.3, 0.3, -0.2], [-0.5, -2.7, 1.8], [0.5, 1.3, 0.6], [0.0, 1.6, -2.3], [-1.8, 0.3, 0.0], [0.6, 0.0, 1.4], [-0.3, -1.5, 1.2], [-1.4, 2.4, -0.3], [1.1, 1.3, 0.3], [2.4, 1.2, -1.3], [-2.3, -1.0, -1.1], [0.2, -0.3, -0.2], [-0.8, 0.0, 0.2], [-1.0, 1.4, -1.3], [0.1, -0.7, 0.9], [0.4, 0.9, 2.6], [0.6, 1.5, 0.1], [-2.1, 1.7, -0.8], [0.6, -1.9, -1.8], [-1.9, 1.5, 0.2], [-0.6, 0.2, -0.1], [-0.5, -1.8, -0.7], [0.4, 0.8, 0.8], [0.1, -0.7, 0.4], [0.1, 0.0, 0.1], [0.0, -0.3, -0.4], [-0.2, -0.7, 0.4], [0.8, -0.1, -0.3], [-0.1, 1.0, 1.2], [-0.6, -0.6, -0.1], [-0.9, 0.4, -0.7], [-0.1, -0.3, 0.0], [0.0, -0.6, 0.3], [-0.6, 0.1, -1.0], [0.6, 0.7, -0.3], [-0.1, -0.5, 0.1], [0.5, 0.4, -0.5], [0.6, 0.6, 0.6], [0.7, -0.1, 0.2], [0.1, -0.4, 0.5], [-0.6, -0.2, -0.1], [0.4, -0.6, -0.2], [-0.3, 0.2, 0.3], [0.2, -0.7, 1.1], [0.7, 0.1, 0.1], [0.5, -0.1, -0.4], [0.7, 0.1, 0.5], [0.2, -1.0, 0.9], [0.3, 0.8, -0.4], [1.3, -0.1, 0.7], [-0.1, 0.2, 0.2], [1.2, -0.4, 0.2], [0.7, 0.5, 0.2], [0.2, 0.2, 0.0], [0.3, -0.6, -0.2], [0.0, -0.3, -0.8], [-0.3, 0.0, 0.0], [0.1, 0.2, -0.2], [-0.7, 0.0, 0.3], [0.2, -0.1, 0.0], [0.3, -0.2, 0.9], [0.4, -0.7, -0.5], [0.5, -1.3, -0.5], [0.1, 0.1, 0.1], [-0.3, -0.1, 0.1], [0.3, 0.0, -0.3], [0.2, -0.3, 0.7], [0.1, -0.6, -0.4], [-0.3, 0.2, -0.1], [-0.1, 0.2, -0.2], [-0.1, 0.1, 0.3], [-0.1, 0.1, 0.1], [-0.2, 0.4, 0.5], [0.3, 0.9, -0.3], [-0.6, -0.4, 0.3]],
  "mulliken_charge": [0.949, 1.078, 0.948, 0.498, -0.483, -0.274, -0.569, -0.645, -0.278, -0.521, -0.352, -0.485, -0.342, -0.432, -0.607, -0.244, -0.467, -0.227, -0.577, -0.448, -0.478, -0.551, -0.319, -0.566, -0.292, -0.611, -0.339, -0.574, -0.520, -0.510, -0.309, -0.393, -0.113, -0.291, 0.102, -0.184, 0.254, -0.041, -0.407, 0.145, -0.063, -0.112, 0.221, 0.126, -0.273, -0.058, -0.186, 0.445, -0.494, -0.303, 0.004, -0.291, 0.101, 0.319, -0.023, 0.248, 0.277, -0.194, 0.286, -0.139, 0.173, 0.088, -0.217, 0.459, 0.125, 0.321, 0.222, 0.237, 0.057, 0.128, 0.295, 0.101, 0.719, 0.058, -0.278, 0.060, 0.200, 0.307, -0.097, -0.044, 0.299, 0.339, 0.275, 0.621, 0.360, 0.349, 0.259, 0.378, 0.340, -0.069, 0.204, 0.270, 0.325, 0.175, 0.316, 0.313, 0.227, 0.381, 0.501, 0.180, -0.130, 0.321, 0.155, 0.283],
  "largest_force_ha_per_bohr": 0.1095,
  "relative_energy_kcal_mol": 86.1,
  "energy_ev": -122241.359,
  "smiles": "O=S1(=O)OCCO1.O=S1(=O)OCCO1.O=S1(=O)OCCO1.O=S1(=O)OCCO1.OCCO.OCCO.OCCO.OCCO.OCCO.OCCO",
  "multiplicity": 1
}